The following is a quantum chemistry calculation of C53H62ClO6Pd as an isolated structure, from OMol25.

Each line ends with the Löwdin charge.
Atoms and positions in Å:
H -4.82 -0.65 5.71  0.075
H 1.73 6.74 2.35  0.080
C -3.62 0.12 1.97  -0.085
H 0.75 -0.40 3.93  0.101
O -0.60 1.73 -2.07  -0.012
H -4.40 3.66 5.57  0.092
H 3.99 2.97 3.21  0.111
C 2.60 -4.56 5.20  -0.037
C -1.42 -4.43 5.28  -0.034
C 4.56 -4.95 3.68  -0.029
C 3.11 -2.96 3.37  -0.107
H -4.00 -2.78 3.10  0.109
H 3.98 -1.13 4.12  0.118
H -2.86 -6.51 2.90  0.095
H -2.27 1.74 -4.06  0.124
C 3.73 -3.88 4.41  -0.552
H -5.04 0.36 7.14  0.094
C -0.12 0.81 -2.78  -0.584
H 4.08 -2.40 5.97  0.091
C 2.92 2.99 3.07  0.028
C -3.87 -1.06 1.07  -0.047
C 2.22 4.17 3.26  -0.151
O 0.56 -0.11 -2.22  -0.044
C -2.22 -6.26 3.75  -0.039
H 5.03 -5.61 4.41  0.093
Pd -0.07 0.56 -0.21  1.222
H 3.03 -5.20 5.97  0.095
H 2.04 -4.56 2.40  0.119
C 0.51 0.12 -5.09  -0.007
H 3.95 -5.56 3.02  0.081
H -0.22 -4.69 2.58  0.110
C 0.25 0.06 -6.45  -0.088
H 3.28 7.42 2.86  0.089
C -1.58 1.27 -4.74  -0.006
H -3.43 0.14 6.46  0.091
H -4.58 -4.84 3.95  0.093
C -6.19 1.66 4.99  -0.030
C -1.86 1.19 -6.09  -0.088
C 2.19 5.99 4.97  -0.042
H 2.66 6.92 5.30  0.089
C 3.35 -1.58 3.35  0.041
H -2.48 -6.92 4.58  0.089
O 1.72 -0.63 0.32  -0.030
C -4.48 0.26 6.21  -0.031
C 4.37 5.27 4.03  -0.064
C 0.20 3.01 2.56  -0.110
C -2.86 -2.14 1.42  -0.114
H -1.42 -3.40 -1.52  0.103
H -2.78 1.58 -6.48  0.110
C -3.92 1.35 4.05  -0.112
C -4.69 1.51 5.34  -0.554
C 2.26 -3.50 2.39  0.028
C -0.98 -3.99 2.25  0.025
H -4.88 -1.44 1.22  0.133
C -3.83 -4.64 4.72  -0.059
C 2.05 -1.33 1.30  -0.284
H -1.56 -3.39 5.60  0.088
H 0.67 -2.69 -0.46  0.111
C 2.86 -0.76 2.37  -0.112
H 4.52 4.53 4.82  0.090
H -0.80 0.48 4.01  0.099
H -3.98 -5.36 5.53  0.090
H 4.79 6.22 4.37  0.089
C -0.39 0.74 -4.23  -0.147
H -1.59 4.13 2.32  0.130
C 4.64 -3.14 5.39  -0.058
C -1.69 -2.32 0.69  -0.208
H -1.18 -6.47 3.47  0.076
H 2.26 5.26 5.78  0.092
C -4.26 2.74 6.14  -0.058
C -4.23 0.28 3.18  0.037
C -2.90 2.24 3.67  0.040
H -2.74 -2.30 -1.97  0.102
H 5.46 -2.64 4.87  0.092
C -0.71 -3.21 1.13  -0.116
H -1.57 -5.08 6.14  0.093
H 5.07 -3.85 6.09  0.092
C -3.08 -2.93 2.55  0.031
C 0.92 1.81 2.49  -0.182
H 1.43 -0.30 -4.69  0.124
H 3.53 0.87 1.24  0.144
C -2.61 1.07 1.56  -0.277
H 0.89 -4.32 0.21  0.138
C -1.69 -2.35 -1.67  -0.019
H 3.24 6.12 1.66  0.093
O 0.22 0.64 2.20  -0.197
C -0.94 0.59 -6.94  -0.664
H 0.29 5.08 3.02  0.119
O -2.10 0.96 0.41  -0.043
H -3.74 -0.75 0.04  0.122
C 1.69 -2.73 1.40  -0.082
H -6.59 0.77 4.50  0.081
H 4.94 4.97 3.14  0.088
H -1.16 3.11 0.95  0.127
C -2.41 -4.79 4.17  -0.552
C -2.24 2.13 2.47  -0.109
C 3.26 0.68 2.28  -0.051
H -4.00 -3.64 5.13  0.077
C 0.66 -3.29 0.45  -0.044
C 0.86 4.16 2.97  0.023
H -6.76 1.83 5.90  0.093
H -4.88 2.81 7.04  0.092
C -0.15 -0.11 3.37  0.005
H 1.98 -5.19 4.56  0.072
H 4.16 0.81 2.88  0.123
H 1.13 6.20 4.79  0.077
C -2.17 -3.89 2.96  -0.151
H -6.34 2.51 4.33  0.097
Cl -1.27 0.51 -8.63  0.698
C 2.30 1.80 2.67  -0.097
H -1.06 -1.92 -2.44  0.082
H 0.95 -0.41 -7.12  0.110
H -0.39 -4.54 4.94  0.057
H 5.35 -4.48 3.09  0.097
H -0.67 -1.01 3.03  0.097
C 2.89 5.47 3.71  -0.558
H -3.22 2.67 6.46  0.090
H -2.63 3.05 4.33  0.123
C 2.77 6.50 2.57  -0.039
C -1.22 3.14 2.04  -0.052
O -1.49 -1.60 -0.47  -0.186
H -4.98 -0.44 3.48  0.122
H 1.96 -3.82 5.69  0.090

* molecular weight: 936.95 g/mol
* spin multiplicity: 5
* ⟨S²⟩: 6.065
* E_LUMO (alpha / beta): -1.682 / -4.922 eV
* total charge: +1
* frontier orbital gap (alpha / beta): 9.13 / 6.06 eV
* max |F|: 0.902 eV/A

---

The following is a quantum chemistry calculation of C53H65Cl2InN8O9PSe as an isolated structure, from OMol25.

Each line ends with the Löwdin charge.
Atoms and positions in Å:
H 4.94 -1.64 1.62  0.114
H -4.61 1.85 -2.74  0.110
C 5.35 0.04 -2.52  -0.142
H -4.06 5.35 0.05  0.103
C 5.99 -0.81 -3.33  -0.231
H -3.37 5.38 -2.29  0.102
C 0.39 4.71 0.00  -0.136
H -5.91 -2.03 -1.51  0.078
C -4.59 -2.91 2.33  -0.022
H 0.19 4.65 2.18  0.108
H 1.66 -3.55 2.46  0.138
H -5.34 -2.10 -3.19  0.072
H 6.47 -2.78 -4.05  0.094
H -2.42 4.22 1.74  0.105
H -5.80 5.73 1.64  0.106
C 4.06 -2.44 -1.61  -0.174
C -0.40 4.90 1.30  -0.144
H 4.88 -6.23 2.67  0.093
C -5.82 4.74 1.18  -0.168
O -2.80 -4.42 3.00  -0.122
H 3.64 -6.70 -1.89  0.097
C 3.26 -1.13 -1.93  -0.099
O -1.87 2.21 3.92  -0.009
C 1.27 -4.66 -0.61  -0.007
C 3.59 1.24 0.52  -0.192
H -0.35 3.33 -1.51  0.101
H -3.08 1.51 -3.58  0.120
C -2.67 -0.06 4.10  -1.014
H 3.98 2.38 3.71  0.101
H -2.68 -5.47 4.70  0.090
C -4.92 4.67 -0.05  -0.212
C 1.81 -4.44 0.65  -0.188
H 7.47 -1.09 -4.88  0.065
C -4.30 3.07 -4.52  -0.165
H 6.09 2.05 -2.21  0.087
H 3.97 -0.47 3.29  0.077
H 5.92 -1.86 -0.51  0.150
H 4.37 1.92 -2.57  0.075
H -5.96 3.30 2.83  0.112
C 4.24 -1.64 0.80  0.031
H 5.57 1.70 -3.85  0.066
H -3.60 -0.71 -2.44  0.040
H 2.59 -1.02 4.27  0.103
C 4.94 -2.97 -2.67  -0.028
H 6.36 0.25 -5.19  0.079
H 1.50 -5.62 -2.50  0.107
C 2.09 2.10 2.73  -0.071
C 4.80 -5.13 2.61  -0.093
H -4.30 -0.13 0.43  0.072
H 0.33 -4.19 -0.87  0.123
N -1.00 -3.02 1.75  0.181
H -4.24 -4.63 4.49  0.081
C -0.65 4.27 -1.04  -0.175
H -0.79 5.02 -1.82  0.102
In -1.17 -0.19 -0.08  0.858
C 4.46 -0.33 -1.34  -0.277
H -5.33 -3.50 2.84  0.109
N 1.12 -3.74 1.62  0.137
H -5.21 2.65 -4.93  0.108
H 1.49 2.39 3.58  0.108
C -4.48 4.49 -3.98  -0.173
C 4.85 -1.64 -0.56  -0.137
C 4.20 1.64 1.72  -0.047
H -4.36 4.01 2.61  0.102
C 5.84 -2.25 -3.35  -0.061
C -3.26 4.62 -3.06  -0.214
H 5.39 0.98 -0.19  0.135
C 3.13 -6.06 -1.18  -0.112
C -1.58 3.96 1.11  -0.193
C -4.96 -1.76 1.64  -0.082
H -5.40 4.55 -3.40  0.102
C -3.26 -3.28 2.35  -0.223
C 3.05 -5.03 0.98  -0.210
C 1.83 -1.51 0.10  -0.188
C 1.48 1.76 1.54  -0.031
P -2.99 2.96 -0.86  0.617
N -3.11 3.30 -2.48  -0.176
H 3.45 -3.23 -1.18  0.114
O 3.51 -4.73 2.25  -0.104
O 2.09 1.67 -1.92  0.079
H -1.01 -3.88 2.30  0.151
C -3.78 2.30 -3.30  -0.189
H 0.40 1.81 1.46  0.075
C -5.40 -1.48 -2.29  -0.155
C 2.19 1.38 0.41  -0.076
Cl -1.51 -1.11 4.90  0.608
C 1.98 -1.22 -1.20  0.025
H 4.86 -4.04 -2.86  0.099
O -2.68 1.52 -0.66  -0.269
N 4.43 0.83 -0.49  0.096
C -1.46 -1.97 -2.86  -0.979
H -2.80 -3.70 4.95  0.063
O 2.42 -1.47 2.35  -0.095
H 3.80 -2.21 3.70  0.085
C 3.70 -5.83 0.07  -0.031
C 1.93 -5.46 -1.52  -0.087
C 3.26 -1.28 3.45  -0.066
H -3.53 3.07 -5.30  0.112
H 5.28 1.59 1.78  0.110
H -5.74 1.94 0.86  0.120
C -4.01 -1.02 0.96  -0.145
O 0.21 1.13 -0.92  -0.101
C 3.47 2.08 2.80  -0.105
H -2.37 4.85 -3.67  0.116
C -4.87 2.57 1.08  -0.192
H -6.00 -1.46 1.63  0.102
H 4.98 -4.71 3.60  0.089
C -1.87 1.12 3.38  -0.795
Cl -3.86 0.52 5.25  0.572
H -5.98 -0.58 -2.52  0.072
H -4.06 1.93 1.43  0.099
H -6.84 4.50 0.91  0.108
N -1.91 4.13 -0.31  -0.178
N -1.15 -1.24 -2.00  0.024
H -5.46 4.95 -0.96  0.101
H 1.09 -1.20 -1.81  0.103
H 0.90 5.63 -0.31  0.106
N -4.47 3.29 -0.13  -0.161
H 5.55 -4.75 1.91  0.096
H 1.14 3.94 0.13  0.092
C 0.20 -2.71 1.27  -0.320
C 2.93 -1.55 1.08  -0.210
N 0.51 -1.68 0.56  0.135
Se -1.92 -3.02 -4.15  0.528
H 3.09 -0.91 -2.98  0.162
H -3.18 -0.67 3.36  0.015
H -1.29 2.93 1.33  0.087
O -1.36 0.73 2.32  -0.096
C 1.48 1.34 -0.91  -0.594
C -5.24 3.65 2.09  -0.164
H -4.50 5.24 -4.76  0.107
C -2.29 -2.52 1.65  -0.198
C 5.35 1.52 -2.81  -0.033
H 7.63 0.43 -3.98  0.080
C 6.91 -0.28 -4.41  -0.065
H 4.64 -6.29 0.31  0.102
C -3.16 -4.55 4.36  -0.080
C -2.69 -1.40 0.94  -0.133
O -4.13 -1.17 -1.78  -0.163
H -0.75 5.93 1.39  0.108

* molecular weight: 1253.81 g/mol
* E_LUMO: 2.139 eV
* total charge: -1
* energy relative to the best compared isomer or geometry (same formula, charge and spin): 4.7987 eV
* frontier orbital gap: 7.21 eV
* max |F|: 1.778 eV/A

---

- Look up the max |F| of the second one.
  1.778 eV/A

---

- The highest max |F| belongs to which entry?
  C53H65Cl2InN8O9PSe